This record from OMol25 describes a 2-piece molecular cluster, C5H12O2 overall. The level of theory is ωB97M-V with the def2-TZVPD basis set.

Last column: Mulliken spin population.
Positions of all 19 atoms, in Å:
C: 0.639 -0.017 -2.143  0.00
O: 0.316 1.167 -2.979  0.01
C: 0.608 0.191 -0.660  0.06
C: -0.732 0.724 -0.109  0.06
C: -1.318 -0.054 1.072  0.31
C: -1.390 0.598 2.292  0.43
H: -0.120 -0.722 -2.535  0.00
H: 1.598 -0.284 -2.574  0.01
H: 0.030 1.861 -2.371  0.00
H: 1.436 0.860 -0.407  0.00
H: 0.849 -0.759 -0.177  -0.01
H: -0.653 1.778 0.158  0.00
H: -1.409 0.628 -0.940  0.06
H: -1.434 -1.124 1.024  0.02
H: -1.521 0.116 3.271  0.03
H: -1.073 1.636 2.284  0.03
H: 0.741 -2.902 2.308  0.00
H: 1.659 -1.815 1.623  0.00
O: 1.328 -2.159 2.458  0.01

Properties
Spin multiplicity: 2
LUMO (alpha / beta) (eV): -5.42 / -9.42
Energy above the lowest of the compared OMol25 structures with the same formula, charge and spin (eV): 1.582
Total charge: +1
Orbital gap (alpha / beta) (eV): 8.5433 / 4.4598



This record from OMol25 describes one molecule with the formula CH2N2O2S. The level of theory is ωB97M-V with the def2-TZVPD basis set.

Last column: Mulliken charge in e.
Positions of all 8 atoms, in Å:
C: 0.135 -1.612 -1.012  0.35
N: -0.499 -2.549 -0.795  -0.33
N: -0.624 0.908 0.786  -0.41
O: 1.837 -0.370 0.338  -0.47
O: -0.256 0.931 -0.563  -0.21
S: 1.073 -0.099 -0.884  0.55
H: -1.615 1.150 0.804  0.25
H: -0.052 1.641 1.327  0.26

Properties
LUMO (eV): 0.12
Energy above the lowest of the compared OMol25 structures with the same formula, charge and spin (eV): 5.430
Total charge: 0
Orbital gap (eV): 10.6008



This record from OMol25 describes one molecule with the formula H5N3S2. The level of theory is ωB97M-V with the def2-TZVPD basis set.

Last column: Mulliken charge in e.
Positions of all 10 atoms, in Å:
N: 2.082 0.008 0.782  -0.48
N: 1.152 0.385 -0.342  -0.20
S: -0.080 1.426 -0.370  -0.02
S: -1.629 0.335 0.749  -0.05
N: -2.067 -0.602 -0.696  -0.55
H: 1.599 0.499 1.542  0.26
H: 3.009 0.499 0.589  0.26
H: 0.931 -0.330 -0.936  0.26
H: -3.084 -0.615 -0.840  0.27
H: -1.914 -1.606 -0.479  0.26

Properties
LUMO (eV): 0.54
SMILES: NNSSN
Energy above the lowest of the compared OMol25 structures with the same formula, charge and spin (eV): 0.121
Total charge: 0
Orbital gap (eV): 9.4167



This record from OMol25 describes a 4-piece molecular cluster, C16H32O12 overall. The level of theory is ωB97M-V with the def2-TZVPD basis set.

Last column: Mulliken charge in e.
Positions of all 60 atoms, in Å:
C: 3.902 0.765 2.221  -1.08
C: 3.057 1.725 3.105  -0.18
O: 3.680 3.011 2.969  -0.26
C: 3.440 3.915 3.886  0.74
O: 2.609 3.841 4.780  -0.58
O: 4.206 5.042 3.730  -0.34
C: 3.958 6.139 4.578  -0.68
H: 3.282 -0.112 2.035  0.34
H: 4.781 0.520 2.817  0.38
H: 4.229 1.242 1.297  0.27
H: 2.786 1.332 4.084  0.40
H: 2.026 1.854 2.778  0.19
H: 2.912 6.240 4.869  0.32
H: 4.199 7.023 3.987  0.25
H: 4.672 6.252 5.394  0.27
C: 1.122 1.642 -0.031  -1.33
C: -0.190 1.309 -0.786  -0.13
O: -0.417 -0.100 -0.687  -0.30
C: -1.743 -0.520 -0.905  0.68
O: -2.704 0.253 -1.071  -0.61
O: -1.750 -1.839 -0.798  -0.25
C: -2.883 -2.623 -0.917  -0.63
H: 0.907 1.378 1.005  0.26
H: 1.574 2.628 0.075  0.54
H: 1.847 0.878 -0.310  0.34
H: -0.112 1.618 -1.828  0.15
H: -1.028 1.825 -0.316  0.37
H: -3.840 -2.115 -1.032  0.37
H: -2.875 -3.273 -0.042  0.21
H: -2.771 -3.238 -1.810  0.26
C: 1.328 2.418 -4.335  -1.23
C: 1.132 3.778 -3.681  -0.23
O: 0.058 4.023 -2.721  -0.27
C: -1.078 4.740 -2.974  0.71
O: -1.283 5.385 -4.039  -0.61
O: -2.004 4.471 -2.023  -0.23
C: -3.305 4.999 -2.072  -0.69
H: 2.171 2.430 -5.026  0.38
H: 0.478 2.017 -4.887  0.38
H: 1.511 1.485 -3.802  0.32
H: 1.070 4.541 -4.456  0.42
H: 2.071 3.939 -3.151  0.23
H: -3.556 5.795 -2.774  0.33
H: -3.401 5.436 -1.078  0.25
H: -3.906 4.114 -2.280  0.27
C: -3.467 -9.096 0.902  -1.08
C: -3.241 -8.102 -0.237  -0.27
O: -2.948 -6.784 0.223  -0.31
C: -1.633 -6.569 0.453  0.71
O: -0.694 -7.415 0.397  -0.59
O: -1.467 -5.268 0.735  -0.26
C: -0.190 -4.712 0.645  -0.78
H: -2.504 -9.374 1.330  0.29
H: -3.951 -9.946 0.419  0.36
H: -4.049 -8.631 1.698  0.30
H: -4.168 -8.042 -0.806  0.36
H: -2.552 -8.544 -0.957  0.33
H: -0.144 -3.640 0.452  0.26
H: 0.219 -5.024 -0.316  0.34
H: 0.631 -5.038 1.284  0.36

Properties
LUMO (eV): 0.56
SMILES: CCOC(=O)OC.CCOC(=O)OC.CCOC(=O)OC.CCOC(=O)OC
Energy above the lowest of the compared OMol25 structures with the same formula, charge and spin (eV): 2.103
Total charge: 0
Orbital gap (eV): 11.2079



This record from OMol25 describes one molecule with the formula C4H10NP. The level of theory is ωB97M-V with the def2-TZVPD basis set.

Last column: Mulliken charge in e.
Positions of all 16 atoms, in Å:
H: 1.236 0.063 -2.396  -0.11
P: 1.990 0.688 -1.534  -0.09
C: 0.993 0.437 -0.111  0.55
C: 1.108 1.307 1.140  -1.29
N: -0.217 -0.310 -0.149  0.07
C: -0.866 -0.806 -1.345  -1.27
C: -0.930 -0.711 1.022  -1.02
H: 1.162 0.860 2.177  0.29
H: 1.898 2.079 1.014  0.32
H: 0.185 1.852 1.158  0.38
H: -0.334 -1.587 -1.955  0.33
H: -1.789 -1.270 -1.058  0.39
H: -0.921 0.021 -2.086  0.43
H: -0.465 -0.411 1.917  0.29
H: -2.010 -0.397 1.121  0.33
H: -1.037 -1.815 1.084  0.38

Properties
LUMO (eV): 0.80
SMILES: [H]/P=C(/C)N(C)C
Energy above the lowest of the compared OMol25 structures with the same formula, charge and spin (eV): 1.360
Total charge: 0
Orbital gap (eV): 8.3074



This record from OMol25 describes one molecule with the formula C24H42BNO9S3. The level of theory is ωB97M-V with the def2-TZVPD basis set.

Last column: Mulliken charge in e.
Positions of all 80 atoms, in Å:
C: 2.359 -4.447 -1.974  -0.86
C: 1.689 -4.648 -0.841  -0.68
C: 0.414 -3.955 -0.419  -1.66
C: 0.607 -2.495 0.157  2.34
B: 1.773 -2.794 1.231  1.21
O: 2.993 -2.191 1.250  -0.72
O: 1.504 -3.772 2.185  -0.66
C: 1.488 -3.339 3.548  -0.73
C: -0.641 -2.255 1.023  -0.94
C: -1.999 -2.609 0.395  -0.45
C: -3.174 -2.137 1.197  0.03
O: -4.081 -1.501 0.786  -0.58
O: -3.095 -2.612 2.481  -0.28
C: -3.762 -1.890 3.484  0.67
C: -2.812 -1.228 4.418  -0.68
O: -4.930 -1.906 3.566  -0.50
O: -0.653 -1.018 1.764  -0.49
S: -0.254 0.406 1.060  1.36
O: -0.232 1.282 2.211  -0.81
O: 1.355 0.157 0.768  -0.75
C: 1.665 -0.174 -0.618  0.56
O: 1.144 0.852 -1.428  -0.37
C: 3.188 -0.146 -0.790  -0.72
C: 3.880 1.047 -0.122  -0.94
C: 4.557 0.710 1.209  0.07
C: 5.159 1.945 1.900  -1.37
C: 1.031 -1.539 -1.035  0.40
C: 0.117 -1.548 -2.323  -1.54
C: -0.716 -0.413 -2.979  -1.81
C: -1.870 0.334 -2.276  0.01
S: -1.504 2.116 -2.311  -0.27
C: -2.769 2.886 -1.406  -0.31
S: -3.813 2.128 -0.421  -0.13
N: -2.675 4.298 -1.597  0.32
C: -2.051 4.964 -0.435  -0.45
C: -0.576 5.329 -0.674  -1.11
C: -3.910 4.907 -2.114  -0.49
C: -3.756 5.400 -3.549  -1.15
H: 2.032 -3.756 -2.744  0.21
H: 3.271 -4.999 -2.181  0.30
H: 2.066 -5.406 -0.157  0.36
H: -0.006 -4.543 0.403  0.76
H: -0.323 -3.986 -1.219  0.70
H: 3.637 -2.735 1.721  0.21
H: 0.846 -2.462 3.676  0.19
H: 1.092 -4.154 4.154  0.25
H: 2.494 -3.099 3.902  0.31
H: -0.526 -2.992 1.822  0.59
H: -2.066 -3.701 0.391  0.54
H: -2.142 -2.253 -0.624  0.27
H: -3.384 -0.576 5.075  0.34
H: -2.292 -1.996 4.996  0.27
H: -2.064 -0.649 3.873  0.09
H: 1.251 1.687 -0.953  0.60
H: 3.302 -0.066 -1.878  0.31
H: 3.646 -1.083 -0.496  0.42
H: 3.187 1.879 0.034  0.26
H: 4.657 1.408 -0.806  0.46
H: 3.828 0.220 1.856  -0.04
H: 5.356 -0.006 0.992  0.34
H: 4.926 1.975 2.965  0.35
H: 4.782 2.864 1.439  0.36
H: 6.245 1.968 1.780  0.33
H: 1.906 -2.107 -1.363  0.09
H: 0.789 -1.824 -3.146  0.26
H: -0.549 -2.407 -2.245  0.45
H: -1.165 -0.908 -3.849  0.47
H: -0.050 0.328 -3.419  0.72
H: -2.796 0.232 -2.846  0.83
H: -2.092 0.036 -1.256  -0.43
H: -2.622 5.864 -0.201  0.45
H: -2.126 4.314 0.443  0.34
H: -0.170 4.743 -1.499  0.25
H: -0.460 6.390 -0.910  0.33
H: 0.019 5.137 0.223  0.30
H: -4.735 4.190 -2.072  0.33
H: -4.206 5.744 -1.476  0.40
H: -3.598 4.567 -4.237  0.25
H: -2.933 6.111 -3.638  0.27
H: -4.676 5.911 -3.851  0.41

Properties
LUMO (eV): 0.26
Total charge: 0
Orbital gap (eV): 8.5386